Formula: C31H60Cl8N3O3
Source: the OMol25 dataset
Level of theory: ωB97M-V/def2-TZVPD

Results
net charge = 0
ΔE to the lowest compared entry with this formula, charge and spin = 5.464 eV
E_HOMO (spin up / spin down) = -8.81 / -9.67 eV
<S²> = 3.77
2S+1 = 4
E_LUMO (spin up / spin down) = 0.085 / -0.513 eV

CARTESIAN COORDINATES (ANGSTROEM)
C  -20.52871  14.38664  4.90178
C  -19.11008  15.09786  4.72924
C  -18.27613  14.48674  3.59248
C  -18.67813  14.87443  2.19410
C  -18.70337  16.37630  2.10923
C  -19.54361  17.07528  3.16617
N  -19.25616  16.52191  4.51072
O  -20.00447  17.17061  5.65305
C  -19.03255  18.56247  3.16624
C  -21.01789  17.14287  2.75595
C  -18.25807  14.82229  5.89868
H  -20.79719  13.98640  3.92411
H  -21.28611  15.05516  5.31106
H  -20.48028  13.48914  5.51842
H  -17.18925  14.54114  3.65443
H  -18.53921  13.42897  3.59757
H  -19.62656  14.41320  1.91869
H  -17.98449  14.41480  1.49003
H  -19.15725  16.64219  1.15456
H  -17.69867  16.79418  2.17287
H  -18.12331  18.68729  3.75427
H  -18.99897  18.93911  2.14393
H  -19.68014  19.19697  3.77133
H  -21.46730  17.97400  3.29942
H  -21.16498  17.17806  1.67650
H  -21.59474  16.28121  3.09193
H  -18.61890  15.20928  6.85164
H  -17.29657  15.33030  5.82426
H  -18.08033  13.76823  6.11193
C  -22.76039  13.35390  13.80888
C  -21.61275  12.41116  13.38600
C  -20.48815  13.03942  14.32553
C  -19.33470  12.11805  14.65508
C  -19.88139  10.85814  15.22968
C  -20.78525  10.09547  14.29458
N  -21.91264  11.02130  13.79366
O  -23.07995  10.43130  13.16542
C  -20.09365  9.40920  13.09162
C  -21.41710  8.99450  15.18083
C  -21.31624  12.73404  11.98818
H  -22.71936  14.43031  13.64232
H  -22.88516  13.37890  14.89143
H  -23.69883  13.03365  13.35627
H  -19.97273  13.71023  13.63817
H  -20.69793  13.55948  15.26022
H  -18.69634  12.52317  15.44024
H  -18.72441  11.69187  13.85882
H  -20.32079  11.02880  16.21249
H  -18.98215  10.27409  15.42554
H  -20.89073  9.03858  12.44710
H  -19.47457  10.16395  12.60665
H  -19.46232  8.61851  13.49699
H  -20.55704  8.35860  15.39065
H  -21.74258  9.32907  16.16583
H  -22.19835  8.47796  14.62322
H  -22.15281  12.39147  11.37918
H  -20.36200  12.31550  11.66822
H  -21.10003  13.79172  11.83763
C  -29.64975  3.09088  8.78156
C  -28.51176  3.48091  7.84678
C  -27.51104  2.34013  7.73857
C  -27.88754  1.17227  6.80591
C  -28.19959  1.73929  5.42725
C  -29.25807  2.86203  5.30776
N  -29.07738  3.83825  6.47105
O  -29.91623  5.14615  6.35992
C  -29.07500  3.48137  3.91843
C  -30.64991  2.05315  5.26114
C  -27.72499  4.54874  8.57854
H  -30.44254  3.83112  8.88941
H  -29.21945  2.99970  9.77886
H  -30.16008  2.14722  8.58878
H  -26.49142  2.56156  7.42324
H  -27.40837  1.87082  8.71698
H  -28.79439  0.75833  7.24679
H  -26.97263  0.59390  6.93452
H  -28.60849  1.00448  4.73374
H  -27.22655  2.06875  5.06290
H  -28.34593  4.28425  3.80913
H  -28.74212  2.73792  3.19415
H  -29.99354  3.78022  3.41338
H  -31.45032  2.67251  5.66589
H  -31.07755  1.74694  4.30643
H  -30.68211  1.12885  5.83796
H  -28.39182  5.31434  8.97513
H  -27.14964  5.11504  7.84617
H  -27.04160  4.25457  9.37511
Cl  -19.73192  1.52057  14.13605
C  -20.74368  0.28937  13.33015
C  -22.06843  0.96282  13.00468
Cl  -21.96978  2.18124  11.67641
H  -20.92225  -0.53079  14.02552
H  -20.18429  -0.01514  12.44558
H  -22.48178  1.38281  13.92165
H  -22.75452  0.22114  12.59567
C  -14.96985  4.96835  9.78802
Cl  -14.47360  4.76705  8.11495
Cl  -14.11460  6.30296  10.61805
Cl  -14.79143  3.38180  10.59260
H  -16.01113  5.29037  9.77657
C  -21.87735  6.54402  6.09528
Cl  -22.22268  5.23007  4.92194
Cl  -22.71510  7.98847  5.59785
Cl  -20.12106  6.97858  6.16106
H  -22.17340  6.21422  7.09112

***

Formula: C31H60FN3O33PS7
Source: the OMol25 dataset
Level of theory: ωB97M-V/def2-TZVPD

Results
net charge = +1
E_HOMO = -11.49 eV
2S+1 = 1
E_LUMO = -4.106 eV

CARTESIAN COORDINATES (ANGSTROEM)
C  0.72644  4.91053  3.85070
C  0.59751  4.74744  2.26338
O  0.65103  5.83085  1.57549
N  0.38301  3.48350  1.52545
C  0.69981  3.62431  0.06898
C  -0.96176  2.87529  1.77853
C  -2.08398  3.88555  2.32846
C  -3.59724  3.32418  2.26501
C  -4.37400  3.95284  0.98145
C  -5.69903  3.14353  0.55172
O  -5.77903  2.91158  -0.90161
C  -1.66297  2.06940  0.53524
N  -1.40100  0.75576  0.39754
C  -2.04313  -0.03886  -0.68539
C  -2.98990  -1.24213  -0.19702
C  -3.70475  -1.03308  1.23099
C  -2.25520  -2.70679  -0.26594
C  -0.43321  0.39993  1.48116
P  1.31006  0.05463  0.77038
N  1.30582  0.01364  -0.99075
O  1.72272  -1.56808  1.23905
C  -0.58545  1.54759  2.63239
F  -1.64321  1.33023  3.61984
C  0.72916  1.53071  3.55384
C  1.01601  0.05993  4.20015
O  2.20906  -0.39969  4.16482
O  0.00908  -0.76492  4.78061
H  0.45823  6.01051  4.11149
H  1.79364  4.73724  4.24917
H  -0.01004  4.26553  4.45962
H  1.72544  4.16055  -0.02546
H  -0.09080  4.31327  -0.42202
H  0.83177  2.62175  -0.48367
H  -1.89399  4.17248  3.43829
H  -2.09535  4.90383  1.76577
H  -4.14013  3.76677  3.19344
H  -3.69705  2.18698  2.35884
H  -4.72621  5.01254  1.30535
H  -3.66231  4.14879  0.08148
H  -6.61806  3.80718  0.79576
H  -5.85458  2.16282  1.12627
H  -5.17044  2.18062  -1.15004
H  -2.41074  2.44699  -0.24433
H  -1.22394  -0.51704  -1.35842
H  -2.64896  0.64969  -1.37446
H  -3.84659  -1.31924  -0.97960
H  -3.39793  -0.09182  1.80631
H  -4.85162  -0.94003  1.05929
H  -3.58913  -1.94586  1.93634
H  -2.47030  -3.31543  0.68267
H  -1.11454  -2.60247  -0.39115
H  -2.73267  -3.30447  -1.14051
H  -0.83105  -0.56127  1.96864
H  1.64025  -0.88838  -1.36436
H  1.83911  0.80930  -1.38222
H  1.74016  -2.15824  0.43885
H  1.70495  1.79374  2.99351
H  0.64763  2.23623  4.47372
H  0.23522  -1.68245  4.46126
C  5.83304  6.76503  4.83499
C  5.21444  7.08392  6.18786
O  4.27642  6.03270  6.42282
S  4.82977  4.66780  5.74045
O  5.47992  3.89094  6.75359
O  3.80224  4.13613  4.89052
O  5.97308  5.34367  4.80934
H  5.16726  7.05665  4.01757
H  6.80289  7.24597  4.70122
H  4.71698  8.05402  6.19969
H  5.96506  7.05091  6.98296
C  -4.93878  -5.37284  -4.26836
C  -4.06664  -5.26208  -5.50913
O  -3.14801  -4.20771  -5.22159
S  -2.83243  -4.19885  -3.62853
O  -1.60236  -4.90735  -3.41170
O  -3.06960  -2.87331  -3.12689
O  -4.05639  -5.15577  -3.16316
H  -5.70410  -4.59102  -4.25240
H  -5.41744  -6.35028  -4.18678
H  -4.64456  -5.03589  -6.40554
H  -3.49052  -6.17798  -5.66995
C  2.98626  3.24744  -4.82325
C  3.89114  4.39886  -4.40981
O  4.18488  4.16080  -3.03101
S  4.21987  2.55970  -2.76829
O  5.58365  2.12512  -2.80936
O  3.34010  2.26152  -1.67292
O  3.50013  2.10059  -4.14627
H  1.95946  3.41038  -4.48489
H  2.99050  3.08646  -5.90188
H  3.41439  5.37060  -4.54046
H  4.83377  4.37947  -4.96463
C  -2.78041  0.21303  -6.00109
C  -2.19934  -0.11442  -4.63358
O  -0.82282  -0.40463  -4.87569
S  -0.30395  0.49476  -6.12618
O  0.35706  1.65574  -5.60136
O  0.30152  -0.37481  -7.08834
O  -1.76054  0.94793  -6.67943
H  -2.98175  -0.69741  -6.57268
H  -3.69365  0.80560  -5.93010
H  -2.69524  -0.96439  -4.16305
H  -2.24985  0.75179  -3.96573
C  5.09241  -0.19758  4.98889
C  5.08197  0.73807  6.18778
O  5.82981  0.05828  7.19578
S  6.98508  -0.83548  6.48464
O  8.21146  -0.09319  6.51663
O  6.87735  -2.18039  6.96634
O  6.39761  -0.77748  4.97193
H  4.36355  -1.00274  5.11090
H  4.89733  0.32873  4.05366
H  4.07210  0.95457  6.53761
H  5.59607  1.67527  5.96066
C  2.43311  -3.81835  -3.74289
C  1.28064  -3.98450  -4.72225
O  1.80402  -4.78750  -5.77930
S  2.90889  -5.81017  -5.16901
O  2.27370  -7.07500  -4.94202
O  4.11884  -5.67135  -5.92181
O  3.10459  -5.07675  -3.73195
H  3.13954  -3.05816  -4.08958
H  2.08801  -3.56171  -2.73974
H  0.92080  -3.02903  -5.10683
H  0.44834  -4.52840  -4.26456
C  -3.27741  -8.45666  0.81005
C  -4.72674  -8.74183  0.44470
O  -5.02686  -7.83555  -0.61775
S  -3.68241  -7.58165  -1.49254
O  -3.72142  -8.44417  -2.63800
O  -3.46907  -6.16846  -1.59502
O  -2.61881  -8.19718  -0.42999
H  -3.19606  -7.56110  1.43294
H  -2.80802  -9.29783  1.32204
H  -5.40544  -8.58912  1.28424
H  -4.84426  -9.76037  0.06315

***

Formula: C31H60N6O16S2Zn2
Source: the OMol25 dataset
Level of theory: ωB97M-V/def2-TZVPD

Results
net charge = +2
E_HOMO = -11.88 eV
2S+1 = 1
E_LUMO = -7.018 eV

CARTESIAN COORDINATES (ANGSTROEM)
C  19.81637  2.72516  5.54327
N  18.39679  2.33869  5.28269
C  17.90671  2.60880  4.06155
C  16.61704  2.28553  3.74532
C  15.85300  1.53004  4.62716
C  16.33221  1.38203  5.92501
C  17.62443  1.81356  6.23900
C  14.47856  1.16900  4.24225
C  14.14942  0.65448  2.97819
C  12.83595  0.39002  2.67283
N  11.88013  0.53214  3.62114
C  12.16425  0.83137  4.90394
C  13.44557  1.26193  5.15830
C  10.48022  0.19636  3.22503
H  20.00764  2.74595  6.61210
H  20.00553  3.72053  5.15211
H  20.42339  1.97778  5.03879
H  18.51768  3.09522  3.31431
H  16.27895  2.59459  2.76272
H  15.83947  0.97373  6.79811
H  18.14896  1.67777  7.17370
H  14.85722  0.59357  2.16280
H  12.44466  0.12982  1.70139
H  11.31956  0.89944  5.56930
H  13.62893  1.74171  6.11616
H  10.18000  1.04694  2.61870
H  9.89710  -0.07100  4.09883
H  10.51265  -0.69526  2.60093
C  6.56218  5.64657  4.51209
C  7.10152  4.34073  4.07382
O  6.51985  3.31180  4.21748
N  8.45320  4.32258  3.40116
H  8.65036  5.34518  3.32956
H  9.19853  3.91088  3.98923
C  8.40020  3.88699  1.98558
H  7.38319  6.28313  4.86258
H  5.88635  5.61404  5.36103
H  6.11814  6.15091  3.65136
H  7.42069  4.15553  1.58557
H  8.44188  2.81753  1.79703
H  9.11594  4.49757  1.43988
Zn  11.16148  2.32667  8.82995
Zn  10.66419  6.77502  5.97508
C  14.65421  4.02775  9.58681
C  13.35720  3.36436  9.27118
O  13.31504  2.33253  8.53020
O  12.27289  3.83907  9.70354
H  14.83813  3.98588  10.66004
H  14.62814  5.04491  9.19568
H  15.53573  3.56527  9.14371
S  10.62256  4.12967  6.13298
O  11.69627  5.13647  6.21824
O  10.73458  3.36718  4.88626
O  10.74150  3.23634  7.29252
O  9.48139  5.04472  6.15252
S  9.78778  7.57202  3.63232
O  8.69716  7.01893  2.82780
O  10.43580  8.69319  3.00057
O  9.40985  7.94817  5.04638
O  10.75992  6.48780  4.01920
O  13.76772  3.28242  1.59685
C  13.11526  3.91348  2.42908
N  11.77107  3.90404  2.43323
C  13.74500  4.59482  3.60637
H  11.35315  3.37325  1.68820
H  11.31770  4.26155  3.26532
H  13.35754  5.60789  3.75958
H  14.79935  4.72486  3.36759
H  13.41373  4.14297  4.54348
C  13.24757  8.34421  5.10846
O  12.18047  8.13950  6.02102
C  12.28668  8.84661  7.24857
C  10.83338  8.91340  7.78944
N  10.21067  7.55258  7.84142
C  10.84210  6.77516  8.96688
C  10.73321  7.28873  10.37351
O  11.49360  8.46403  10.59154
C  11.50682  8.86898  11.93795
H  13.04724  7.94039  4.11765
H  14.09779  7.78017  5.51133
H  13.46095  9.39985  4.94193
H  12.74575  9.83077  7.13482
H  13.00392  8.32612  7.89441
H  10.16787  9.51304  7.16278
H  10.76260  9.49388  8.70781
H  9.27674  7.65702  8.23322
H  11.87196  6.56219  8.68362
H  10.35648  5.79399  8.98333
H  10.95810  6.59303  11.19963
H  9.69355  7.43503  10.73071
H  12.13401  9.75025  12.01957
H  11.72041  8.09536  12.68427
H  10.50041  9.17445  12.26601
C  7.28815  0.55993  6.86196
O  7.38278  1.23425  8.09322
C  7.81220  2.57277  7.92153
C  8.11156  3.27022  9.23443
N  9.23017  2.67046  10.01135
C  9.63010  3.46699  11.18901
C  8.46582  3.72184  12.14890
O  8.77566  4.25275  13.40788
C  9.36535  3.31378  14.28217
H  6.64202  1.13012  6.18611
H  6.78252  -0.40046  6.95987
H  8.28698  0.37264  6.44905
H  6.95712  3.11767  7.48783
H  8.50870  2.66214  7.08806
H  7.23559  3.11377  9.86577
H  8.26807  4.31165  8.95678
H  8.91368  1.71854  10.17143
H  10.25550  4.28640  10.82995
H  10.43711  2.92290  11.69908
H  7.81432  2.85910  12.32499
H  7.90265  4.47623  11.59250
H  10.33109  2.99186  13.85435
H  8.68527  2.47545  14.44007
H  9.77307  3.83760  15.14595